{"formula": "C34H102N15O7P5S2", "method": "wB97M-V/def2-TZVPD", "spin_multiplicity": 1, "de_lowest_kj_mol": 0.00, "total_energy_ha": -5208.0052, "e_homo_ev": -8.166, "lumo_ha": 0.01230, "gap_ev": 8.50, "charge": 0, "species": ["H", "N", "N", "H", "C", "C", "N", "H", "H", "C", "H", "H", "N", "H", "H", "H", "H", "C", "N", "C", "C", "H", "P", "H", "H", "O", "H", "H", "O", "H", "H", "P", "N", "H", "H", "C", "C", "H", "C", "H", "H", "C", "H", "H", "H", "O", "H", "H", "H", "H", "C", "H", "C", "H", "H", "H", "H", "H", "H", "N", "N", "H", "H", "H", "P", "C", "S", "H", "H", "C", "C", "H", "H", "H", "P", "C", "H", "C", "C", "C", "H", "H", "H", "C", "C", "H", "H", "H", "H", "P", "H", "H", "H", "S", "H", "H", "H", "H", "N", "N", "N", "H", "H", "H", "C", "H", "N", "H", "H", "C", "H", "H", "N", "H", "H", "H", "H", "H", "H", "N", "C", "C", "H", "H", "H", "H", "H", "H", "C", "H", "H", "H", "H", "H", "H", "H", "H", "C", "H", "O", "H", "C", "C", "H", "H", "H", "H", "O", "N", "H", "H", "H", "C", "C", "H", "H", "H", "O", "H", "O", "C", "C", "C", "H", "H"], "coordinates": [[-18.076210, -3.118265, 17.240418], [-16.244134, -2.524013, 18.081882], [-15.252787, 2.431655, 13.374886], [-22.112636, -4.563067, 23.179514], [-18.630384, -7.567538, 21.406713], [-18.375929, -6.436861, 16.139745], [-16.006646, -5.292177, 21.950370], [-21.298235, -2.678870, 18.880263], [-18.270931, 0.597034, 10.466106], [-12.610337, 5.994327, 18.910061], [-14.940351, -5.704548, 15.640232], [-14.869694, 0.213368, 12.135688], [-21.071684, -2.887433, 20.950011], [-9.366568, 2.075992, 20.650762], [-16.146516, -1.967366, 20.068967], [-17.995004, -2.179179, 23.358781], [-20.214124, -4.309704, 17.073005], [-13.319479, -1.166056, 17.010422], [-14.519494, -1.536087, 16.265739], [-15.221253, 3.032211, 14.697292], [-17.429729, 1.268636, 10.248750], [-14.630263, -1.764391, 19.191422], [-16.402357, -6.625657, 22.855852], [-14.117552, -4.359496, 22.327759], [-19.226292, -3.041241, 25.255591], [-21.035031, -0.634422, 22.325794], [-14.042211, 4.437830, 23.030595], [-15.993901, -9.662987, 23.171886], [-17.759898, 1.877078, 13.564558], [-13.086681, 6.224718, 19.858357], [-23.138934, -0.538789, 23.387628], [-15.469804, -2.846539, 16.636875], [-22.594035, -2.519755, 23.094648], [-19.202007, -7.533049, 24.185319], [-15.472746, -9.819509, 21.448090], [-13.043709, 4.166518, 22.684871], [-17.869917, 4.695563, 12.684236], [-22.087078, -1.394589, 19.869356], [-14.361961, 3.899364, 20.617205], [-15.969834, -0.602938, 18.933073], [-11.626913, 4.369213, 16.888854], [-18.631297, -2.886327, 22.817873], [-10.179919, -9.742207, 18.617268], [-18.486651, -5.930569, 24.345306], [-15.384994, 4.769118, 11.113013], [-18.868221, -5.988355, 18.671808], [-14.119500, 2.267317, 11.611891], [-12.054123, 0.510372, 19.467366], [-17.597972, 4.760565, 13.738416], [-13.795795, 3.741529, 12.534139], [-13.977852, -4.502367, 18.207923], [-21.584382, -5.366660, 17.439688], [-21.220302, -2.047512, 19.762236], [-20.367678, -1.366401, 19.654433], [-12.310640, 4.899309, 23.008256], [-16.901612, 5.130431, 10.324713], [-15.581032, -0.516567, 10.717630], [-13.809680, -3.640991, 18.856508], [-13.312069, 1.528105, 20.157257], [-11.992788, 4.679230, 18.932845], [-18.002350, -6.909016, 22.549097], [-15.368510, 4.122413, 14.655842], [-13.968063, -8.370501, 20.891953], [-19.047748, -8.538763, 21.692339], [-11.637954, 3.984077, 20.398527], [-10.166663, -6.623316, 16.763734], [-19.551002, -6.572015, 17.488975], [-20.829407, -5.483009, 15.815115], [-17.080626, -9.316072, 21.833572], [-14.035151, 2.674050, 12.618460], [-22.918728, -3.883674, 23.445382], [-11.247452, -6.520668, 16.863349], [-15.923272, -0.735722, 14.917312], [-19.449905, -4.220215, 20.590340], [-21.138199, -2.099585, 22.410155], [-14.112454, -4.999378, 15.805999], [-16.234265, -6.116409, 20.026998], [-11.069173, 4.458336, 17.828450], [-15.818265, 0.033149, 11.627298], [-15.190043, -4.235299, 22.517902], [-17.547500, -5.050008, 20.548550], [-17.906973, 5.679542, 12.219878], [-10.443247, 0.647290, 20.775271], [-12.428477, 1.531166, 19.499047], [-23.442207, -1.528041, 23.722909], [-9.675303, -9.569172, 16.954993], [-20.590004, -4.118488, 24.944770], [-10.525778, 3.524749, 17.952481], [-11.877789, 6.776758, 18.689280], [-16.728154, 2.301366, 12.609229], [-12.801812, 1.824570, 18.515185], [-18.067470, -3.083558, 19.013241], [-17.933291, -7.699337, 20.585580], [-9.549548, -7.482617, 18.210286], [-14.187864, -6.632399, 21.219824], [-14.299912, 3.900073, 19.532082], [-12.823912, 3.184379, 23.117470], [-13.372771, 6.013578, 18.123354], [-16.463296, 1.307595, 11.325591], [-17.085240, 3.759225, 11.891590], [-11.369397, 2.379112, 20.005283], [-23.819760, -4.224957, 22.924274], [-15.387506, -4.153121, 23.583980], [-14.073804, -4.448299, 14.864611], [-15.708561, -1.650102, 19.120562], [-19.817800, -6.122176, 23.261632], [-20.006982, -2.924687, 23.295664], [-13.058110, -5.083925, 18.160931], [-23.380539, -1.546649, 24.818800], [-16.331136, 4.320062, 10.774639], [-16.957367, 0.824361, 9.365200], [-13.203054, -5.549659, 16.023454], [-13.076590, 4.114808, 21.224585], [-14.239917, 2.858877, 15.140028], [-14.434390, 0.146216, 15.012282], [-18.922813, 4.379839, 12.692705], [-13.563018, -0.413895, 17.766747], [-15.495034, -3.272247, 22.090830], [-24.475599, -1.693303, 23.404233], [-15.582044, -7.861523, 22.125918], [-16.467614, -5.195376, 20.567437], [-16.050484, -9.237693, 22.165672], [-18.136741, -1.588256, 18.038244], [-15.693113, 0.253024, 16.318971], [-13.199382, 2.178528, 13.122486], [-17.954989, -5.427502, 16.143000], [-17.784996, 2.261407, 9.996608], [-20.770188, -4.866780, 21.574486], [-18.918827, -6.630888, 23.631033], [-18.838411, -6.642278, 15.175287], [-18.197692, -3.889226, 22.838597], [-9.718623, -5.632549, 16.709123], [-10.482912, 1.987666, 21.931243], [-10.354619, 5.280690, 17.728005], [-21.007747, -4.640710, 19.854702], [-20.907852, -2.424097, 25.135653], [-11.292432, -8.903413, 17.568440], [-20.531145, -4.214422, 20.738230], [-19.407005, -6.870164, 21.092529], [-16.053685, -6.397589, 24.270683], [-16.066706, 3.550348, 10.054429], [-10.231952, -9.080377, 17.751612], [-14.224419, -7.635426, 21.650936], [-16.033413, 2.618427, 15.291991], [-15.064530, 4.687530, 20.923757], [-12.596297, -0.767401, 16.296136], [-14.743916, -5.070779, 18.737269], [-10.377741, -7.024342, 19.346975], [-14.421077, -4.086560, 16.893872], [-12.889295, -2.037397, 17.500839], [-9.919875, -7.160999, 15.847913], [-15.952750, -4.340605, 20.143875], [-17.691553, -2.593146, 18.110865], [-10.377377, 1.727851, 20.870860], [-13.496285, -7.639598, 22.468405], [-17.577265, -7.157401, 16.311905], [-18.615589, -2.544037, 21.778967], [-16.441324, -3.146017, 15.568696], [-23.093947, -3.932872, 24.526016], [-10.521647, 4.532361, 21.179418], [-20.175121, -3.126126, 24.731536], [-15.156555, -0.403683, 15.619746], [-20.660166, -5.280697, 16.869403], [-16.418302, -0.584611, 12.304133], [-14.849863, 2.963502, 20.927589]], "atomic_forces_ev_per_a": [[0.2, -0.2, 0.0], [0.0, -0.1, 0.1], [0.5, -0.4, -0.3], [0.1, 0.0, 0.1], [0.2, 0.7, 0.4], [0.4, 0.1, -0.1], [0.1, 0.0, 0.3], [-0.2, 0.0, -0.1], [-0.1, 0.3, 0.2], [-0.2, 0.0, -0.3], [0.2, -0.2, 0.2], [-0.1, 0.0, 0.0], [0.2, 0.4, -0.2], [0.0, -0.2, -0.3], [0.0, 0.2, 0.1], [-0.1, -0.1, 0.3], [0.2, 0.0, -0.2], [-0.4, -0.2, -0.3], [0.3, 0.1, -0.1], [-0.4, 0.2, -0.2], [-0.1, -0.8, -0.4], [0.0, 0.2, 0.1], [0.5, 0.4, -0.4], [0.0, 0.0, 0.1], [0.0, 0.2, 0.0], [0.1, 0.2, -0.4], [0.1, 0.2, 0.1], [0.2, -0.2, -0.1], [-0.3, 0.3, 0.4], [0.0, 0.0, 0.0], [0.0, 0.0, 0.0], [-0.3, 0.3, 0.0], [0.2, 0.2, 0.4], [-0.1, 0.0, -0.1], [0.2, -0.1, 0.2], [-0.2, -0.3, -0.3], [-1.3, -0.2, 0.0], [-0.1, -0.2, -0.2], [-0.9, 0.0, 0.2], [0.1, 0.1, 0.1], [0.0, 0.1, 0.0], [0.0, -0.1, -0.4], [0.2, 0.2, 0.1], [0.2, -0.2, 0.0], [-0.1, 0.0, -0.1], [0.1, 0.0, 0.3], [0.0, 0.0, 0.0], [0.0, 0.0, -0.3], [0.4, 0.2, -0.1], [0.0, 0.0, 0.0], [-0.6, 0.2, 0.6], [-0.1, 0.0, -0.1], [0.3, 0.4, 0.4], [0.0, -0.1, -0.2], [0.0, -0.1, 0.1], [-0.1, -0.2, -0.3], [-0.2, 0.1, -0.1], [0.3, 0.0, -0.1], [0.1, -0.1, 0.0], [0.2, -0.2, 0.1], [0.0, -0.6, 0.4], [0.1, 0.0, 0.0], [0.1, 0.0, 0.0], [-0.2, 0.1, 0.0], [-0.5, -0.1, -0.1], [0.0, 0.3, -0.4], [-0.1, 0.3, -0.5], [-0.2, 0.2, 0.0], [-0.1, 0.0, 0.1], [0.0, 0.0, 0.0], [-0.2, 0.1, -0.1], [0.0, -0.1, 0.1], [0.1, -0.2, 0.1], [0.0, -0.1, -0.1], [-0.6, -0.6, 0.3], [-1.2, 0.2, -0.4], [0.0, 0.1, -0.2], [-0.2, -0.1, -0.3], [0.2, 0.0, 0.4], [-0.3, 0.4, -0.2], [0.0, 0.0, -0.3], [0.5, 0.1, 0.1], [0.1, 0.0, -0.1], [-0.5, 0.0, 0.5], [0.0, 0.2, -0.3], [-0.2, 0.2, -0.3], [0.2, -0.1, 0.0], [0.0, 0.0, 0.2], [0.0, 0.0, 0.1], [-0.1, 0.4, 0.1], [0.3, 0.1, -0.1], [0.1, 0.0, 0.0], [0.0, 0.1, 0.0], [0.3, -0.3, -0.1], [0.2, -0.1, -0.2], [0.1, 0.0, 0.0], [0.1, 0.1, 0.1], [0.0, 0.1, 0.0], [0.8, -0.1, -0.3], [-0.2, 0.1, -0.3], [0.6, 0.1, 0.1], [0.0, 0.0, 0.1], [0.3, -0.2, 0.1], [0.5, 0.0, 0.0], [-0.1, -0.4, -0.4], [0.0, -0.2, -0.2], [0.4, 0.1, 0.2], [0.0, 0.1, -0.1], [-0.1, -0.1, 0.0], [0.6, 0.2, 0.8], [0.1, 0.2, 0.0], [0.2, 0.1, -0.1], [0.3, 0.2, -0.1], [-0.1, -0.2, 0.2], [0.1, 0.2, 0.3], [0.2, -0.1, 0.1], [0.2, 0.1, 0.0], [0.0, -0.1, -0.1], [-0.1, 0.0, 0.2], [-0.4, -0.4, -0.9], [0.1, 0.0, 1.0], [0.0, 0.2, 0.2], [0.1, 0.0, 0.2], [0.4, 0.2, 0.0], [0.0, 0.0, 0.0], [0.0, 0.0, 0.0], [-0.1, 0.0, 0.1], [0.1, 0.0, 0.1], [-0.3, 0.4, 0.4], [-0.1, -0.1, 0.1], [0.2, 0.1, 0.1], [0.0, 0.0, 0.1], [-0.3, -0.2, -0.1], [0.0, 0.0, 0.1], [0.1, -0.1, 0.0], [0.3, 0.2, 0.1], [0.0, -0.2, -0.4], [-0.2, 0.1, 0.0], [-0.2, -0.4, -0.4], [-0.4, 0.1, 0.2], [-0.2, 0.0, -0.1], [-0.2, -0.3, 0.5], [-0.2, 0.6, 0.4], [0.2, -0.1, 0.2], [0.1, 0.1, -0.1], [0.1, 0.1, 0.2], [0.2, -0.4, -0.2], [-0.2, 0.2, 0.3], [0.8, -0.2, 0.3], [0.1, 0.0, 0.0], [0.0, -0.1, 0.1], [-0.2, 0.0, -0.4], [-0.6, 0.2, -0.3], [0.3, 0.3, 0.5], [0.1, -0.3, -0.1], [0.0, 0.0, 0.1], [-0.1, -0.1, 0.0], [-0.1, -0.1, -0.2], [0.0, -0.3, 0.0], [0.3, 0.0, 0.2], [-0.6, -0.3, -0.1], [-0.7, -0.1, -0.4], [-0.1, -0.5, 0.4], [-0.1, -0.1, -0.2], [0.2, 0.0, 0.0]], "mulliken_charge": [0.23, 1.18, 0.76, 0.12, -1.26, -0.77, 0.72, 0.33, 0.31, -1.10, 0.17, 0.28, 0.37, 0.27, -0.12, 0.43, 0.05, -1.21, 0.42, -1.49, -1.15, 0.34, 0.13, 0.26, 0.42, -0.96, 0.38, 0.28, -0.97, 0.36, 0.33, -0.34, 0.31, 0.31, 0.30, -1.05, -0.95, 0.30, -1.17, 0.24, 0.30, -1.49, 0.33, 0.29, 0.25, -0.23, 0.43, 0.45, 0.24, 0.27, -0.93, 0.33, -0.90, 0.26, 0.32, 0.41, 0.39, 0.16, 0.29, 0.33, 0.78, 0.25, 0.38, 0.30, 0.36, -0.42, 0.23, 0.49, 0.25, -1.22, -0.86, -0.27, 0.28, 0.48, 0.22, -0.47, 0.32, -1.10, -1.07, -1.10, -0.36, 0.37, 0.30, -0.97, -1.11, 0.37, 0.28, 0.36, 0.34, 0.34, 0.21, 0.10, 0.42, 0.45, 0.03, 0.35, 0.28, 0.28, 0.29, 0.24, 0.38, 0.28, 0.32, 0.29, -0.86, 0.15, 0.79, 0.28, 0.32, -1.07, 0.35, -0.05, 0.28, 0.62, 0.41, 0.31, 0.35, 0.27, 0.34, 0.52, 0.09, -0.81, 0.32, 0.23, 0.35, 0.02, 0.42, 0.05, -0.94, 0.52, 0.43, 0.35, 0.30, 0.32, 0.33, 0.36, 0.26, -1.08, 0.25, -1.00, 0.38, -0.94, -0.71, 0.32, 0.36, 0.45, 0.55, -0.57, 0.70, 0.26, 0.41, -0.21, -1.01, -0.91, 0.20, 0.30, 0.14, -0.98, 0.38, -0.90, -1.20, -1.04, -0.80, 0.36, 0.44]}